(1)
C27H45Br2IN2O14P | ωB97M-V/def2-TZVPD

Results
- HOMO-LUMO gap: 6.30 eV
- E_LUMO: 2.052 eV
- DFT total energy: -8005.7570 a.u.
- Charge: -1

Last column: Mulliken charge in e.
Positions of all 92 atoms, in Å:
C: -0.4421 5.7266 2.9510  -0.1991
C: -1.0459 4.6675 2.9898  -0.4830
C: -1.6287 3.2266 3.0517  -0.5387
C: -0.4855 2.2109 2.6781  0.4144
O: 0.2086 1.5888 3.7583  -0.5334
P: 0.5108 -0.0886 3.3308  0.6827
N: 0.2105 -0.4924 5.0863  -0.8152
C: 0.4167 -2.0166 3.1003  -1.1443
C: 1.0572 -2.5384 1.7587  0.1072
C: 1.9245 -3.8308 2.1263  -1.1658
I: -0.4151 -3.1551 0.2874  0.0253
C: 2.3995 -0.0098 3.4151  -0.8788
Br: 2.9704 1.7078 2.5296  -0.1027
C: 3.1225 -0.0259 4.7996  -0.2882
C: 3.1592 -1.3991 5.5366  -1.0027
Br: 2.6651 1.4977 6.0111  -0.1922
O: 0.4023 0.2945 1.6230  -0.7333
C: -0.7242 1.1658 1.5119  0.0443
N: -0.6103 1.7872 0.1523  -0.2648
H: 0.1689 6.5780 2.6120  0.3890
H: -2.5180 3.1862 2.3778  0.3488
H: -1.9972 3.1089 4.1075  0.3129
H: 0.3032 2.8872 2.2322  0.0179
H: -0.9538 -0.1728 3.2239  0.0717
H: -0.5989 -1.1208 5.1168  0.3711
H: -0.1615 0.3801 5.4798  0.2568
H: -0.6312 -2.3893 3.1678  0.5435
H: 0.9775 -2.4482 3.9782  0.2291
H: 1.7705 -1.8381 1.2697  0.2719
H: 2.4571 -4.2616 1.2474  0.3977
H: 2.6568 -3.4688 2.9029  0.2182
H: 1.2410 -4.5431 2.6449  0.3383
H: 2.8994 -0.7959 2.7861  0.5404
H: 4.2021 0.1923 4.5643  0.6255
H: 3.6475 -2.1299 4.8259  0.1890
H: 3.8048 -1.3863 6.4520  0.3912
H: 2.1666 -1.8229 5.7981  0.2134
H: -1.7304 0.6554 1.4582  0.0206
H: -1.5115 2.2684 0.0348  0.1863
H: -0.6297 1.0389 -0.5504  0.2048
C: -0.0010 -5.7324 -5.2440  -1.4528
C: 0.2041 -6.5215 -3.9719  0.6621
C: -0.1218 -5.7577 -2.7195  -0.3762
O: 0.7272 -6.3849 -1.7546  -0.2338
C: 1.8091 -6.8485 -2.4314  0.6153
O: 2.8173 -7.2261 -1.9210  -0.5544
O: 1.5897 -6.8271 -3.7769  -0.3623
H: -1.0503 -5.4630 -5.3721  0.3713
H: 0.6002 -4.8208 -5.2371  0.3518
H: 0.3205 -6.3152 -6.1096  0.3631
H: -0.3453 -7.4676 -4.0197  0.2342
H: -1.1687 -5.8455 -2.4309  0.0904
H: 0.1447 -4.6985 -2.7767  0.2516
C: -1.0644 7.8430 -2.0043  -1.5584
C: -1.0342 6.5267 -1.2619  0.8317
C: 0.0691 5.6047 -1.6951  -0.5897
O: -0.4760 4.3175 -1.4017  -0.1843
C: -1.8243 4.4389 -1.5052  0.5755
O: -2.5885 3.5231 -1.5482  -0.5987
O: -2.1978 5.7480 -1.5570  -0.3969
H: -0.1582 8.4199 -1.8142  0.3732
H: -1.1618 7.6811 -3.0804  0.3743
H: -1.9286 8.4344 -1.6956  0.3705
H: -1.0097 6.7013 -0.1816  0.1523
H: 0.9957 5.7669 -1.1464  0.3032
H: 0.2768 5.6520 -2.7694  0.2910
C: -4.9214 -3.4659 1.9512  -1.3659
C: -5.3567 -3.6056 0.5106  0.4758
C: -6.1060 -4.8748 0.2162  -0.5064
O: -5.8123 -5.0850 -1.1661  -0.3287
C: -4.5931 -4.5213 -1.3922  0.6062
O: -3.9376 -4.7037 -2.3715  -0.5563
O: -4.2233 -3.7286 -0.3539  -0.1993
H: -5.7842 -3.4135 2.6176  0.3933
H: -4.2923 -4.3068 2.2510  0.3426
H: -4.3215 -2.5636 2.0816  0.2972
H: -5.9235 -2.7224 0.1986  0.2350
H: -7.1799 -4.7796 0.3738  0.3052
H: -5.7355 -5.7354 0.7811  0.3095
C: 3.3120 3.7177 -6.1841  -1.4309
C: 3.9333 3.8023 -4.8090  0.5189
C: 3.3997 2.7913 -3.8313  -0.4635
O: 3.5881 3.4534 -2.5818  -0.2329
C: 3.5192 4.7844 -2.8313  0.6120
O: 3.4086 5.6248 -1.9917  -0.5384
O: 3.5915 5.0369 -4.1686  -0.3476
H: 3.5365 2.7606 -6.6570  0.3805
H: 2.2281 3.8397 -6.1295  0.3404
H: 3.6873 4.5206 -6.8215  0.3462
H: 5.0245 3.7523 -4.8822  0.2323
H: 3.9449 1.8487 -3.8554  0.3123
H: 2.3315 2.5903 -3.9562  0.2886

(2)
C27H45BrIrN2O6SSeSi3Te | ωB97M-V/def2-TZVPD

Results
- HOMO-LUMO gap (spin up / spin down): 6.35 / 6.77 eV
- E_LUMO (spin up / spin down): -0.698 / -0.648 eV
- Expectation value of S²: 0.76
- Energy above the lowest of the compared OMol25 structures with the same formula, charge and spin: 69.87 kJ/mol
- DFT total energy: -8231.2710 a.u.
- 2S+1: 2

Last column: Mulliken charge in e.
Positions of all 88 atoms, in Å:
Ir: 0.8212 0.8245 -0.0513  2.2064
O: 0.8199 -3.7253 -0.6475  -0.7527
C: 1.5345 -3.9177 0.4897  0.5066
C: 1.5431 -5.1921 1.0416  -0.7338
C: 2.2596 -5.4417 2.2007  -0.3846
C: 2.9675 -4.4234 2.8210  -0.9448
C: 2.9647 -3.1531 2.2621  -0.2761
C: 2.2644 -2.8847 1.0950  0.4334
C: 2.2349 -1.5353 0.4169  0.3048
O: 0.9013 -1.1635 0.2572  -0.9371
N: 2.9493 -0.5074 1.1891  -0.2210
N: 2.7249 0.7414 0.6695  -0.2279
C: 3.4517 1.7378 1.0216  -0.2547
C: 3.0987 3.0896 0.6218  0.1571
Br: 1.5478 3.2242 -0.5067  -0.1999
C: 3.7097 4.2172 0.9786  -0.8555
C: 4.9442 4.3853 1.7454  0.5644
C: 5.0439 5.5053 2.5752  -0.5466
C: 6.1810 5.7289 3.3325  -0.5307
C: 7.2492 4.8466 3.2608  -0.4345
C: 7.1759 3.7485 2.4163  -0.5570
C: 6.0365 3.5199 1.6620  -0.3830
H: 0.7154 -2.7601 -0.7754  0.1327
H: 0.9784 -5.9724 0.5483  0.4709
H: 2.2574 -6.4374 2.6257  0.3969
H: 3.5132 -4.6110 3.7358  0.4050
H: 3.4957 -2.3545 2.7650  0.4130
H: 2.7145 -1.6163 -0.5783  0.0003
H: 3.9306 -0.6943 1.3641  0.4385
H: 4.2923 1.5998 1.6926  0.6204
H: 3.2347 5.1484 0.6864  0.3811
H: 4.2145 6.1993 2.6352  0.3857
H: 6.2350 6.5970 3.9761  0.3755
H: 8.1405 5.0207 3.8487  0.3819
H: 8.0165 3.0719 2.3339  0.3807
H: 6.0246 2.6877 0.9695  0.5595
O: -2.5240 1.3458 2.9092  -0.7313
S: -1.4090 0.9291 2.1133  0.9804
O: -0.9328 -0.4242 2.3202  -0.4241
O: -0.3426 1.8996 1.9585  -0.5298
O: -2.0305 0.7737 0.5695  -0.6903
C: -1.2950 1.2485 -5.0857  -0.9458
Si: 0.3473 1.3835 -4.1828  0.5149
C: 0.7020 3.2043 -3.8844  -1.1168
C: 1.7046 0.6493 -5.2526  -1.1717
Se: 0.2008 0.0868 -2.3144  -0.8073
H: -1.2276 1.6990 -6.0789  0.4567
H: -2.0861 1.7566 -4.5310  0.1293
H: -1.5884 0.2038 -5.2089  0.2885
H: 0.6638 3.7319 -4.8416  0.3643
H: 1.6908 3.3625 -3.4539  0.2806
H: -0.0477 3.6534 -3.2289  0.3052
H: 1.6506 1.0268 -6.2767  0.3583
H: 1.6168 -0.4378 -5.2828  0.3129
H: 2.6896 0.8918 -4.8496  0.2722
C: -5.3807 0.9598 -3.0227  -1.1182
Si: -4.2451 1.0326 -1.5324  0.3808
C: -5.2622 1.2462 0.0260  -1.1114
C: -2.9956 2.4123 -1.7434  -0.6095
C: -3.4158 -0.6929 -1.5050  -0.7960
Te: -2.0454 -1.0914 0.0258  0.0736
C: -3.5698 -1.6847 1.3583  -0.5369
Si: -3.4768 -3.5557 1.5965  0.1523
C: -5.0745 -4.2343 2.2936  -1.1032
C: -2.0078 -3.8859 2.7016  -0.7109
C: -3.2182 -4.3589 -0.0908  -1.0551
H: -5.9514 1.8872 -3.1101  0.3436
H: -6.0920 0.1343 -2.9567  0.3096
H: -4.8064 0.8379 -3.9443  0.2909
H: -5.8012 2.1961 -0.0258  0.3521
H: -4.6377 1.2670 0.9208  0.2690
H: -6.0129 0.4590 0.1354  0.2994
H: -3.2937 3.0737 -2.5611  0.4832
H: -2.0041 2.0118 -1.9629  -0.2683
H: -2.9160 3.0007 -0.8287  0.4393
H: -2.8840 -0.8548 -2.4455  0.6129
H: -4.1979 -1.4517 -1.4059  0.5366
H: -4.5005 -1.3202 0.9254  0.4321
H: -3.3646 -1.1659 2.2959  0.4278
H: -5.3062 -3.8239 3.2776  0.3361
H: -5.0075 -5.3202 2.3900  0.3143
H: -5.9111 -4.0092 1.6287  0.3134
H: -2.1944 -3.5308 3.7172  0.3388
H: -1.1072 -3.3762 2.3448  0.0592
H: -1.7839 -4.9542 2.7483  0.3526
H: -4.1817 -4.5491 -0.5704  0.3146
H: -2.7298 -5.3267 0.0521  0.3847
H: -2.5938 -3.8201 -0.8097  0.3716